This record from the OMol25 dataset describes 4 unconnected molecules or ions with the total composition C22H50N2O4 at a distorted geometry. The level of theory is ωB97M-V/def2-TZVPD.

Results
- net charge = 0
- SMILES = CC1(C)CCCC(C)(C)N1O.CC1(C)CCCC(C)(C)N1O.CCO.CCO
- maximum force (Eh/bohr) = 0.172
- LUMO energy (eV) = 0.6
- gap between HOMO and LUMO (eV) = 7.337
- energy (eV) = -34788.6455

The geometry in XYZ format:
```
78
Properties=species:S:1:pos:R:3:forces:R:3:mulliken_charge:R:1
N -0.738769 -3.433769 0.748244 2.567 -2.595 -6.586 0.46
C 0.823231 -1.549769 0.941244 -1.275 2.767 1.124 -1.75
H 4.037231 4.256231 -0.746756 0.782 2.048 -0.221 0.38
H -1.376769 -6.678769 0.044244 -0.421 -0.708 -0.036 0.45
C -2.946769 -4.677769 0.625244 1.072 1.333 -0.529 -1.69
H -2.173769 -3.233769 -1.632756 0.198 -0.572 0.490 0.08
C 1.118231 3.972231 1.167244 0.793 1.484 0.336 -2.06
H -0.994769 2.069231 -1.800756 -1.030 -0.564 -0.860 0.57
H 0.786231 -1.468769 2.019244 -0.108 -0.542 0.489 0.79
H 0.548231 -4.609769 -2.056756 -0.522 0.600 0.463 0.37
C -1.789769 2.031231 2.825244 0.234 0.864 1.051 -0.25
C 0.519231 -2.582769 -1.175756 0.412 -1.345 0.129 -0.49
H -0.674769 3.664231 -1.150756 0.272 -0.544 -0.223 0.22
H 0.472231 5.447231 -1.397756 0.662 -0.648 0.424 0.31
C -0.127769 -3.719769 -1.931756 0.919 -1.224 -0.895 -0.96
O -1.256769 -2.893769 1.764244 -3.715 1.376 6.621 -0.50
H 1.559231 -2.374769 -1.570756 -1.173 -0.066 0.488 0.35
C -1.457769 -4.532769 0.054244 -1.449 1.284 -0.631 1.21
H 1.873231 -4.559769 -0.052756 0.120 -0.021 0.233 0.26
H 1.320231 5.697231 -2.774756 0.543 1.007 -1.070 0.54
H 2.181231 5.821231 -1.212756 1.052 1.247 0.647 0.32
H 0.288231 2.005231 3.461244 0.135 0.341 -0.492 0.40
H 2.838231 4.039231 -4.031756 0.041 0.170 0.494 0.40
C 0.889231 2.924231 -2.549756 -0.108 1.540 1.240 -1.70
H -2.945769 -5.116769 1.598244 0.168 -0.590 0.811 0.58
H -2.951769 0.609231 2.456244 -0.268 -1.604 -0.907 0.44
H 3.133231 2.141231 1.655244 0.864 0.661 0.396 0.57
C 1.494231 5.302231 -1.804756 -2.067 -0.847 -0.645 -1.79
H -4.303769 -0.507769 0.044244 -0.588 0.184 0.162 0.50
H 2.698231 1.013231 0.471244 -0.114 -0.255 -0.384 0.44
H -2.724769 0.648231 -1.623756 -0.275 -0.224 1.048 0.40
H 0.120231 -0.734769 0.617244 0.228 -0.900 0.111 -0.71
H -3.100769 -1.619769 -0.493756 0.122 -0.217 -0.127 -0.23
C 3.197231 3.884231 -2.996756 -0.335 1.041 -0.022 -1.65
H -2.605769 1.373231 -0.007756 -0.085 0.340 0.416 0.37
H 2.596231 -3.192769 0.892244 0.178 -0.064 -0.762 0.46
H -3.492769 -3.713769 0.771244 0.489 -0.629 -0.625 0.22
C -0.743769 -5.849769 0.270244 0.456 0.190 1.172 -1.71
H -0.299769 -5.928769 1.281244 -0.941 -0.002 0.005 0.30
H 3.718231 2.925231 -3.007756 0.089 0.188 0.328 0.36
H -1.571769 -3.631769 2.343244 0.455 1.146 0.158 0.37
C -2.474769 0.448231 -0.537756 0.569 -0.441 -2.755 -0.42
H -2.082769 -1.499769 1.377244 -0.965 0.699 0.565 0.29
H -3.487769 -5.353769 -0.026756 -0.136 0.057 -0.169 0.44
H -0.134769 0.594231 2.442244 -0.455 0.564 0.208 -0.58
H 0.844231 1.049231 -0.723756 0.559 -0.183 -0.005 0.30
H 1.779231 -1.105769 0.718244 0.575 -0.471 -0.627 0.74
C -0.220769 2.703231 -1.476756 1.836 1.012 -0.426 -0.78
H -1.386769 0.221231 -0.636756 -0.748 -0.012 0.581 -0.26
H 0.556231 3.426231 -3.435756 -0.627 -0.004 -0.766 0.61
H 0.825231 3.617231 2.113244 -0.493 -0.122 1.369 0.44
H -1.880769 -4.865769 -2.148756 -0.475 -1.146 -0.337 0.47
C 0.477231 1.990231 -0.340756 -0.384 1.972 -0.390 0.43
H 0.156231 -5.948769 -0.271756 0.831 0.012 -1.313 0.36
C -0.513769 1.328231 3.180244 0.753 -1.566 2.119 -0.09
C 2.292231 1.784231 1.107244 1.180 0.092 0.781 -2.11
C -1.523769 -4.126769 -1.478756 0.782 1.307 1.651 -0.90
C -3.245769 -0.707769 0.083244 0.012 1.122 -2.556 -0.18
H -0.598769 0.750231 4.148244 -0.389 0.374 -0.917 0.46
O -2.815769 -0.819769 1.352244 1.274 -1.512 2.566 -0.62
C 1.990231 3.885231 -2.008756 0.799 -1.790 1.203 1.26
H 1.878231 4.780231 1.274244 -0.068 -0.863 0.177 0.30
H -0.231769 -3.371769 -2.933756 -0.079 0.225 -1.079 0.56
H 0.324231 4.487231 0.711244 -1.447 0.567 -0.538 0.35
H -1.918769 2.986231 3.342244 0.340 -0.131 0.348 0.40
H -1.661769 2.325231 1.821244 -0.357 0.348 -1.723 0.06
O 3.720231 3.454231 -0.400756 6.171 -0.561 2.318 -0.50
O -2.957769 1.318231 3.071244 -0.287 0.871 0.769 -0.60
C 1.695231 -3.779769 0.689244 0.908 -0.033 0.485 -1.99
C 0.537231 -2.874769 0.339244 0.798 -0.054 -1.249 1.75
H 1.679231 1.361231 1.868244 -0.730 -0.457 0.259 0.31
H 1.387231 2.005231 -2.800756 0.014 -0.571 -0.181 0.40
H -0.154769 -1.767769 -1.345756 -0.067 1.017 -0.018 -0.01
N 2.502231 3.309231 -0.713756 -7.872 -1.856 -3.545 0.54
H -0.287769 1.756231 0.351244 -0.482 -0.281 1.261 -1.18
C 1.580231 2.857231 0.331244 1.161 -2.001 -1.796 2.19
H 3.883231 4.753231 -2.746756 -0.494 -1.121 -0.426 0.47
H 1.537231 -4.181769 1.675244 -0.382 -0.715 0.337 0.45
```
Positions in Å, forces in eV/Å.